{
  "formula": "C4H35NO14",
  "method": "ωB97M-V/def2-TZVPD",
  "charge": 0,
  "de_lowest_kj_mol": 140.10,
  "energy_ha": -1281.5528,
  "symbols": ["C", "N", "C", "C", "O", "C", "O", "H", "H", "H", "H", "H", "H", "H", "H", "H", "H", "H", "H", "H", "O", "H", "H", "O", "H", "H", "O", "H", "H", "O", "H", "H", "O", "H", "H", "O", "H", "H", "O", "H", "H", "O", "H", "H", "O", "H", "H", "O", "H", "H", "O", "H", "H", "O"],
  "positions_angstrom": [[-0.495, 1.434, -3.010], [-0.416, 0.252, -2.132], [0.779, 0.278, -1.250], [0.469, -0.628, -0.061], [1.248, -0.182, 1.047], [2.036, -0.152, -2.018], [3.204, 0.318, -1.393], [-1.430, 1.341, -3.649], [0.386, 1.544, -3.667], [-0.584, 2.330, -2.393], [-0.458, -0.657, -2.648], [0.925, 1.294, -0.898], [0.670, -1.710, -0.254], [-0.636, -0.589, 0.238], [1.001, -0.673, 1.921], [2.079, 0.337, -3.022], [2.088, -1.238, -2.155], [3.480, -0.275, -0.663], [0.984, 4.614, -0.453], [1.304, 3.152, 0.044], [0.560, 3.768, -0.148], [-2.442, -1.001, 2.846], [-2.102, -2.091, 1.872], [-1.980, -1.860, 2.774], [2.895, 1.692, -0.306], [2.209, 1.384, 0.960], [2.562, 2.119, 0.499], [-0.407, -2.931, -2.460], [0.158, -3.153, -3.885], [-0.293, -2.500, -3.356], [-1.180, 2.410, 1.293], [-1.281, 3.315, 0.032], [-1.828, 2.782, 0.610], [2.780, -0.992, 0.936], [3.397, -2.314, 0.480], [3.609, -1.368, 0.635], [0.921, -2.162, 3.417], [-0.460, -1.514, 3.135], [0.560, -1.357, 3.239], [0.787, 2.640, 2.104], [0.544, 1.166, 1.819], [0.133, 1.963, 2.256], [-0.834, -4.366, -0.762], [-1.326, -2.967, -0.496], [-0.611, -3.450, -0.869], [-3.142, 0.454, 1.240], [-2.668, 1.251, 2.433], [-3.127, 0.472, 2.176], [-2.049, 0.408, -1.212], [-2.455, 1.473, -0.105], [-2.743, 0.557, -0.488], [-3.574, -2.309, 0.007], [-2.669, -1.088, -0.044], [-2.634, -2.028, 0.175]],
  "mulliken_charge": [-0.761, -0.168, 0.912, 0.749, -1.193, -0.745, -0.700, 0.307, 0.321, 0.205, 0.221, -0.571, 0.590, -0.317, 0.288, 0.310, 0.271, 0.483, 0.244, 0.319, -0.633, 0.479, 0.433, -0.823, 0.503, 0.275, -0.871, 0.386, 0.306, -0.703, 0.407, 0.297, -0.732, 0.456, 0.339, -0.755, 0.267, 0.442, -0.659, 0.373, 0.567, -0.795, 0.286, 0.410, -0.682, 0.357, 0.326, -0.761, 0.272, 0.594, -1.027, 0.268, 0.379, -0.746]
}

***

{
  "formula": "C3H5F3O2S",
  "method": "ωB97M-V/def2-TZVPD",
  "charge": 0,
  "de_lowest_kj_mol": 56.47,
  "energy_ha": -965.5224,
  "symbols": ["C", "C", "C", "O", "O", "F", "F", "F", "S", "H", "H", "H", "H", "H"],
  "positions_angstrom": [[-0.996, 0.472, -1.268], [0.265, -0.083, -0.674], [1.235, 0.760, 0.032], [-1.265, -0.822, 1.562], [1.601, -2.203, 0.182], [1.143, 2.108, -0.064], [1.361, 0.489, 1.312], [2.489, 0.625, -0.546], [0.450, -1.766, -0.578], [-1.737, 0.321, -0.494], [-1.020, 1.562, -1.455], [-1.234, -0.202, -2.067], [-1.929, -0.488, 2.177], [-0.362, -0.772, 1.880]],
  "mulliken_charge": [-1.218, 0.257, 0.826, -0.585, -0.478, -0.291, -0.257, -0.281, 0.417, 0.268, 0.350, 0.367, 0.287, 0.339]
}

***

{
  "formula": "C22H45AlCl2NO11",
  "method": "ωB97M-V/def2-TZVPD",
  "charge": -1,
  "energy_ha": -2910.5128,
  "symbols": ["C", "O", "C", "C", "C", "Al", "N", "C", "C", "C", "O", "C", "Cl", "C", "C", "Cl", "H", "H", "H", "H", "H", "H", "H", "H", "H", "H", "H", "H", "H", "H", "H", "H", "H", "H", "H", "H", "H", "C", "C", "O", "C", "O", "O", "C", "H", "H", "H", "H", "H", "H", "H", "H", "C", "C", "O", "C", "O", "O", "C", "H", "H", "H", "H", "H", "H", "H", "H", "C", "C", "O", "C", "O", "O", "C", "H", "H", "H", "H", "H", "H", "H", "H"],
  "positions_angstrom": [[3.516, 2.887, 2.038], [3.764, 4.222, 2.510], [2.991, 5.220, 1.818], [1.865, 5.882, 2.770], [0.406, 5.873, 2.101], [-0.299, 3.961, 1.703], [0.456, 2.683, 2.940], [-2.316, 4.029, 2.126], [-3.257, 4.038, 0.829], [-4.726, 4.496, 1.330], [-5.106, 3.588, 2.395], [0.105, 3.553, -0.263], [0.760, 4.877, -1.377], [-0.119, 2.295, -0.830], [-0.717, 1.109, 0.074], [0.219, 1.963, -2.614], [3.123, 2.292, 2.932], [2.725, 2.800, 1.238], [4.463, 2.342, 1.706], [2.545, 4.886, 0.835], [3.723, 6.063, 1.559], [1.844, 5.416, 3.802], [2.154, 6.983, 2.891], [0.464, 6.512, 1.159], [-0.327, 6.372, 2.812], [0.516, 3.153, 3.857], [-0.225, 1.927, 3.078], [-2.567, 3.121, 2.752], [-2.521, 4.984, 2.703], [-3.317, 2.977, 0.433], [-2.844, 4.732, 0.032], [-5.476, 4.548, 0.484], [-4.554, 5.509, 1.830], [-5.878, 3.057, 2.144], [-1.558, 1.522, 0.706], [-1.144, 0.267, -0.554], [0.147, 0.714, 0.697], [3.491, 1.860, -2.830], [4.670, 2.061, -3.762], [5.913, 1.759, -3.111], [6.182, 0.459, -2.957], [5.491, -0.461, -3.315], [7.351, 0.351, -2.304], [7.707, -0.991, -1.982], [3.628, 2.432, -1.909], [2.562, 2.173, -3.306], [3.389, 0.812, -2.539], [4.720, 3.111, -4.057], [4.564, 1.474, -4.679], [7.697, -1.628, -2.868], [7.028, -1.382, -1.221], [8.717, -0.979, -1.574], [1.707, -3.540, -2.799], [2.117, -2.789, -1.547], [0.993, -2.554, -0.691], [0.571, -3.612, 0.009], [1.047, -4.720, -0.015], [-0.500, -3.236, 0.724], [-1.117, -4.303, 1.442], [0.891, -3.022, -3.308], [2.550, -3.637, -3.485], [1.345, -4.543, -2.559], [2.503, -1.807, -1.828], [2.915, -3.307, -1.009], [-0.395, -4.827, 2.072], [-1.591, -4.995, 0.742], [-1.887, -3.874, 2.082], [-7.581, -5.342, -0.157], [-6.398, -5.155, -1.087], [-5.162, -5.457, -0.428], [-4.900, -6.759, -0.263], [-5.596, -7.676, -0.617], [-3.737, -6.867, 0.396], [-3.388, -8.209, 0.732], [-7.445, -4.764, 0.760], [-8.507, -5.028, -0.641], [-7.690, -6.388, 0.142], [-6.341, -4.107, -1.389], [-6.503, -5.748, -1.999], [-3.395, -8.853, -0.149], [-4.071, -8.591, 1.493], [-2.379, -8.197, 1.144]],
  "mulliken_charge": [-0.261, -0.449, -0.204, -0.510, -0.601, -0.861, -0.413, -0.574, -0.203, -0.563, -0.481, 0.374, -0.269, 0.288, -0.780, -0.283, 0.210, 0.018, 0.206, 0.094, 0.308, 0.226, 0.326, 0.313, 0.274, 0.159, 0.194, 0.151, 0.393, 0.145, 0.229, 0.367, 0.246, 0.271, 0.128, 0.331, 0.209, -0.246, -0.475, -0.354, 0.813, -0.568, -0.349, -0.632, 0.231, 0.188, -0.067, 0.352, 0.326, 0.284, 0.287, 0.222, -1.170, 0.025, -0.256, 0.687, -0.594, -0.284, -0.659, 0.282, 0.366, 0.344, 0.121, 0.283, 0.298, 0.289, 0.245, -1.094, -0.193, -0.309, 0.689, -0.567, -0.215, -0.694, 0.289, 0.357, 0.311, 0.298, 0.303, 0.317, 0.300, 0.213]
}

***

{
  "formula": "C3H6N2O",
  "method": "ωB97M-V/def2-TZVPD",
  "charge": 0,
  "de_lowest_kj_mol": 350.12,
  "smiles": "[H]/N=C/N(O)C=C",
  "energy_ha": -302.5597,
  "symbols": ["H", "N", "C", "N", "O", "C", "C", "H", "H", "H", "H", "H"],
  "positions_angstrom": [[2.860, -1.185, 0.096], [2.290, -0.335, 0.017], [1.025, -0.584, 0.017], [0.191, 0.454, -0.075], [0.794, 1.660, -0.254], [-1.162, 0.550, 0.225], [-2.076, -0.369, -0.198], [0.507, -1.580, 0.020], [1.750, 1.385, -0.032], [-1.339, 1.516, 0.852], [-1.738, -1.280, -0.810], [-3.100, -0.232, 0.142]],
  "mulliken_charge": [0.237, -0.701, 0.086, 0.127, -0.500, 0.040, -0.714, 0.233, 0.432, 0.297, 0.190, 0.271]
}

***

{
  "formula": "Cl2Na",
  "method": "ωB97M-V/def2-TZVPD",
  "charge": -1,
  "de_lowest_kj_mol": 0.00,
  "energy_ha": -1082.8647,
  "symbols": ["Na", "Cl", "Cl"],
  "positions_angstrom": [[-0.072, -0.116, 0.063], [1.346, 0.430, 2.525], [-1.274, -0.314, -2.588]],
  "mulliken_charge": [0.677, -0.837, -0.840]
}